No. 1
Below is a 2-piece molecular cluster, C14H36BO6P2S overall, with properties calculated with ωB97M-V with the def2-TZVPD basis set.

```
60
Properties=species:S:1:pos:R:3:forces:R:3
C -2.323 -2.225 2.008 0.104 0.072 -0.027
C -1.763 -2.145 3.411 0.115 -0.069 0.013
O -0.879 -0.978 3.506 -0.208 0.180 0.150
B -0.239 -0.652 4.623 0.187 -0.079 -0.038
O -0.201 -1.342 5.781 -0.036 -0.204 -0.333
P 0.516 1.178 4.450 -0.162 -0.091 0.043
O 1.419 1.420 3.197 0.049 -0.047 0.030
C 2.579 0.561 2.921 0.139 -0.067 0.100
C 3.222 0.901 1.563 -0.156 -0.002 0.033
C 3.264 -0.389 0.738 0.005 -0.053 0.191
C 2.591 2.143 0.888 0.147 0.085 -0.062
C 3.087 3.411 1.593 -0.048 0.042 -0.017
C 2.923 2.208 -0.602 -0.167 0.013 -0.080
P -1.139 2.670 4.089 0.106 0.072 -0.274
S -0.741 3.823 2.627 0.007 0.047 0.018
H -2.402 -1.226 1.578 -0.106 0.001 0.064
H -1.685 -2.816 1.353 0.002 -0.001 0.006
H -3.316 -2.669 2.021 0.015 -0.071 -0.007
H -1.171 -3.020 3.675 -0.049 -0.037 0.017
H -2.543 -2.021 4.160 -0.003 0.064 -0.009
H 0.578 -1.287 6.339 -0.045 0.189 0.239
H 1.186 1.565 5.627 0.085 0.014 -0.040
H 2.216 -0.470 2.926 -0.024 0.013 -0.013
H 3.280 0.685 3.749 -0.030 0.081 0.005
H 4.256 1.178 1.782 0.029 -0.006 -0.082
H 3.642 -0.235 -0.269 -0.006 0.034 -0.004
H 3.935 -1.095 1.232 -0.024 -0.064 -0.059
H 2.284 -0.869 0.684 -0.055 0.102 -0.138
H 1.504 2.109 0.986 0.003 -0.075 -0.052
H 4.172 3.387 1.715 0.008 0.007 -0.006
H 2.629 3.549 2.574 0.067 -0.052 0.032
H 2.854 4.298 1.004 -0.077 -0.001 0.015
H 2.682 3.198 -0.991 0.055 0.038 0.036
H 3.978 2.014 -0.804 0.015 0.042 0.013
H 2.320 1.508 -1.182 0.134 -0.134 0.021
H -2.202 1.758 3.965 -0.038 0.008 0.154
H -1.271 3.191 5.386 -0.078 -0.091 0.056
C -0.421 -0.425 -0.851 0.079 -0.055 0.076
O -0.946 -1.059 -1.985 -0.032 0.120 -0.081
C -2.315 -1.392 -1.841 -0.009 -0.037 0.022
C -2.972 -1.589 -3.189 -0.009 -0.041 0.026
O -3.275 -0.379 -3.859 0.023 0.015 0.046
C -2.210 0.268 -4.541 0.021 0.014 -0.068
C -1.839 -0.378 -5.858 0.028 0.011 -0.008
O -1.044 -1.527 -5.642 -0.127 -0.060 0.063
C -0.996 -2.368 -6.773 0.078 0.026 -0.038
H -0.470 -1.075 0.035 0.001 0.045 -0.009
H 0.625 -0.196 -1.051 -0.010 -0.009 -0.041
H -0.952 0.510 -0.632 -0.014 -0.011 0.031
H -2.842 -0.595 -1.299 -0.008 0.010 -0.023
H -2.407 -2.324 -1.264 -0.014 0.024 0.033
H -3.938 -2.066 -3.009 0.008 -0.023 -0.038
H -2.367 -2.254 -3.809 0.045 0.039 0.009
H -1.324 0.354 -3.908 0.006 -0.044 -0.007
H -2.583 1.270 -4.757 0.007 0.004 0.027
H -1.282 0.352 -6.463 -0.019 -0.016 -0.042
H -2.754 -0.643 -6.402 -0.012 0.011 0.018
H -1.997 -2.717 -7.052 -0.001 0.004 0.005
H -0.377 -3.225 -6.517 0.000 0.005 -0.004
H -0.553 -1.857 -7.636 -0.002 0.009 0.004
```
Positions in Å, forces in eV/Å.

As for the charge: +1. The calculation puts the HOMO energy at -10.9076 eV. The frontier orbital gap is 0.2446 hartree. The calculation puts the relative energy (zero: lowest compared OMol25 entry of this formula, charge and spin) at 0.0 kcal/mol.

No. 2
Below is one molecule with the formula C4H5NOS, with properties calculated with ωB97M-V with the def2-TZVPD basis set.

```
12
Properties=species:S:1:pos:R:3:forces:R:3
C 1.883 0.044 0.102 1.762 -0.460 -0.960
C 0.445 0.198 0.175 -2.289 0.743 -2.347
C -0.063 1.594 0.142 -0.701 4.199 -0.780
C -0.285 2.817 -0.105 0.629 -2.340 -0.254
H 1.229 -1.730 -0.055 -0.792 -0.711 -0.155
H 2.391 0.849 -0.581 -0.969 -1.990 0.377
H 2.276 0.352 1.041 0.576 -0.026 1.260
H -2.308 0.422 0.093 0.756 -1.014 -0.043
H -0.436 3.940 -0.509 0.351 -3.462 1.465
N -0.210 -0.882 -0.152 -1.467 2.509 1.931
O 2.099 -1.359 -0.139 2.662 2.058 -0.072
S -1.897 -0.919 0.019 -0.518 0.493 -0.422
```
Positions in Å, forces in eV/Å.

The calculation puts the HOMO energy at -9.1165 eV. The frontier orbital gap is 0.3267 hartree. The calculation puts the relative energy (zero: lowest compared OMol25 entry of this formula, charge and spin) at 102.1 kcal/mol. Its SMILES is C#C/C(CO)=N\S.

No. 3
Below is C18H17IrN3O9S2 as an isolated structure, with properties calculated with ωB97M-V with the def2-TZVPD basis set.

```
50
Properties=species:S:1:pos:R:3:forces:R:3
Ir -0.993 -0.830 -0.348 0.095 0.565 -0.706
O 0.475 -2.790 -2.332 0.020 -0.145 -0.250
C 0.583 -1.888 -3.424 0.065 -0.052 0.094
C -0.404 -0.747 -3.281 -0.150 -0.158 -0.014
N -1.783 -1.131 -3.411 0.050 -0.036 -0.148
C -2.277 -2.457 -3.129 -0.133 -0.018 0.007
C -2.912 -2.635 -1.760 -0.134 -0.011 0.371
O -4.024 -3.070 -1.613 0.101 -0.028 -0.181
O -2.179 -2.339 -0.674 0.673 -0.239 -0.023
C -2.749 -0.073 -3.415 0.008 -0.011 0.026
C -3.070 0.650 -2.102 0.071 -0.016 -0.210
O -3.858 1.561 -2.115 -0.038 -0.012 -0.020
O -2.467 0.299 -0.984 -0.518 0.104 0.824
H 1.311 -2.845 -1.865 -0.024 0.105 0.116
H 0.378 -2.435 -4.350 -0.005 0.095 -0.034
H 1.587 -1.467 -3.498 0.005 -0.025 0.015
H -0.172 0.005 -4.047 -0.053 0.057 0.064
H -0.182 -0.219 -2.319 0.161 0.074 0.049
H -1.479 -3.190 -3.219 -0.063 -0.021 -0.022
H -3.071 -2.709 -3.838 0.106 0.008 -0.062
H -3.703 -0.467 -3.773 0.014 0.066 -0.046
H -2.441 0.712 -4.112 -0.050 -0.001 -0.023
O -0.403 1.024 0.305 0.172 -0.387 -0.029
N -0.794 1.286 1.571 -0.043 -0.117 0.024
C -0.708 2.580 1.937 -0.042 -0.046 0.145
C -1.031 2.954 3.212 0.054 0.048 -0.089
C -1.448 1.977 4.115 -0.011 -0.010 0.099
C -1.546 0.669 3.713 0.041 -0.064 -0.084
C -1.221 0.310 2.401 0.169 0.172 -0.088
S -1.320 -1.322 1.824 -0.452 0.405 0.000
H -0.371 3.240 1.153 -0.008 0.007 -0.009
H -0.957 3.994 3.493 0.001 0.003 0.002
H -1.701 2.248 5.130 -0.006 -0.005 0.002
H -1.870 -0.111 4.387 -0.013 -0.004 0.006
O 3.959 -2.021 3.137 -0.001 0.006 0.087
S 2.763 -1.243 3.060 -0.116 -0.033 -0.173
O 1.964 -1.029 4.231 0.005 0.008 -0.005
N 1.787 -1.842 1.849 0.137 0.111 0.082
C 1.675 -0.980 0.906 -0.037 -0.107 -0.089
O 0.961 -1.199 -0.180 -0.183 -0.311 0.196
C 2.432 0.296 1.048 0.120 -0.042 0.082
C 2.550 1.362 0.175 -0.032 0.010 -0.033
C 3.331 2.441 0.569 -0.001 0.009 0.000
C 3.975 2.449 1.803 0.010 -0.012 0.013
C 3.869 1.369 2.673 0.009 0.011 -0.030
C 3.095 0.307 2.260 0.026 0.031 0.033
H 2.042 1.354 -0.780 -0.013 -0.002 0.026
H 3.442 3.290 -0.093 0.008 0.007 -0.010
H 4.578 3.303 2.084 0.000 0.011 0.003
H 4.377 1.360 3.627 0.008 0.001 0.010
```
Positions in Å, forces in eV/Å.

Its expectation value of S² is 0.75. The calculation puts the HOMO energy (spin up / spin down) at -8.5748 / -8.5383 eV. The frontier orbital gap (spin up / spin down) is 0.2504 / 0.2285 hartree. The calculation puts the relative energy (zero: lowest compared OMol25 entry of this formula, charge and spin) at 70.2 kcal/mol. As for the spin multiplicity: 2.

No. 4
Below is one molecule with the formula C14H11N3O2S2, with properties calculated with ωB97M-V with the def2-TZVPD basis set.

```
32
Properties=species:S:1:pos:R:3:forces:R:3
N 0.245 -4.703 -0.896 -0.232 -1.471 0.732
O -2.103 3.837 5.484 -0.352 0.856 -2.163
C 0.599 -3.796 -1.483 0.058 0.913 0.394
N 0.833 -1.383 -4.087 -0.490 1.259 0.291
N 1.442 0.716 1.101 0.994 -5.717 -2.849
O -2.778 4.609 3.409 1.283 -1.330 1.705
S 1.330 -0.285 -2.915 0.393 -0.757 -0.445
S -0.233 -3.783 -4.494 -0.172 -0.206 -0.418
C -2.017 3.791 4.260 -1.611 1.006 3.588
C 0.512 -2.516 -3.531 0.316 0.863 -1.361
C 0.848 -2.584 -2.156 -0.558 -1.821 -0.593
C 1.354 -1.449 -1.663 0.669 1.383 1.458
C 1.017 -0.489 0.690 0.043 4.254 1.105
C -0.707 1.500 1.615 -1.005 1.378 1.022
C 1.044 1.754 3.174 0.008 1.499 2.414
C -1.528 2.213 2.466 0.120 -0.632 0.280
C 0.189 2.533 4.051 0.054 -1.074 -2.585
C 0.635 1.360 1.939 -2.441 0.325 0.893
C -1.150 2.809 3.687 2.821 -1.402 -2.785
C -0.694 -2.869 -6.023 -0.359 -2.168 -1.386
C 1.879 -1.246 -0.231 -0.205 -2.567 -0.347
H -2.421 4.399 2.549 -0.078 0.190 -0.809
H -0.032 -0.842 0.974 1.519 0.167 -0.271
H -1.170 1.164 0.710 0.256 -0.362 -0.471
H 2.078 1.494 3.477 -0.788 0.509 -0.129
H -2.559 2.155 2.241 -1.130 0.504 -0.426
H 0.711 2.989 4.832 0.166 0.587 1.553
H -0.954 -3.617 -6.919 -0.080 1.204 2.529
H 0.150 -2.422 -6.473 1.088 0.924 0.087
H -1.462 -2.143 -5.804 -0.231 -0.007 -0.178
H 2.893 -0.927 -0.195 0.664 1.154 -0.352
H 2.048 -2.269 0.212 -0.722 0.542 -0.483
```
Positions in Å, forces in eV/Å.

The calculation puts the HOMO energy at -9.1479 eV. The frontier orbital gap is 0.3162 hartree. The calculation puts the relative energy (zero: lowest compared OMol25 entry of this formula, charge and spin) at 0.0 kcal/mol. Its SMILES is CSc1nsc(C/C=N/c2ccc(C(=O)O)cc2)c1C#N.

What is the relative energy (zero: lowest compared OMol25 entry of this formula, charge and spin) in the fourth record?
0.0 kcal/mol